Formula: C20H55F6NO15S2V2
Source: the Open Molecules 2025 dataset
Level of theory: ωB97M-V/def2-TZVPD

Each line ends with the Mulliken spin population.
Element x y z (Å)
V 2.981 -2.086 -0.532  2.9227
V 4.766 -0.703 1.837  2.9585
C 4.107 -3.893 2.013  0.0224
O 3.931 -2.659 1.363  0.0027
H 4.931 -3.828 2.733  -0.0041
H 3.227 -4.150 2.618  -0.0010
H 4.341 -4.693 1.299  -0.0045
C 4.425 -0.338 4.951  0.0033
O 5.160 -0.708 3.845  0.0304
H 3.340 -0.415 4.785  -0.0041
H 4.720 -0.952 5.813  0.0016
H 4.629 0.717 5.233  0.0037
C 0.590 -1.818 2.963  0.0044
F 0.919 -1.457 4.193  0.0000
F 1.132 -2.989 2.665  0.0025
F -0.741 -1.910 2.867  0.0000
S 1.255 -0.477 1.872  0.0611
O 0.414 0.643 2.115  -0.0063
O 2.615 -0.314 2.276  -0.0491
N 1.257 -1.049 0.311  -0.0982
S -0.145 -0.761 -0.450  0.0488
O -0.279 -1.612 -1.589  0.0088
O -1.263 -0.602 0.402  -0.0031
C 0.196 0.889 -1.213  -0.0033
F -0.676 1.087 -2.195  0.0015
F 0.130 1.847 -0.308  -0.0017
F 1.440 0.910 -1.722  0.0043
O 4.192 -0.436 -0.156  0.0156
H 4.211 0.340 -0.723  0.0167
C 1.619 -0.813 -4.776  0.0000
C 1.907 -1.891 -3.743  0.0123
O 2.706 -1.359 -2.654  0.0034
H 0.956 -1.267 -5.512  0.0001
H 2.564 -0.574 -5.268  -0.0004
H 1.187 0.089 -4.349  0.0002
H 2.493 -2.682 -4.220  -0.0005
H 1.008 -2.346 -3.334  0.0015
H 2.798 -0.412 -2.796  0.0061
C 4.498 3.956 1.852  0.0000
C 3.802 2.609 1.992  0.0108
O 4.758 1.540 2.252  0.0041
H 5.395 3.805 1.250  -0.0001
H 4.764 4.379 2.818  -0.0002
H 3.858 4.646 1.302  -0.0001
H 3.263 2.300 1.096  0.0027
H 3.040 2.606 2.778  0.0018
H 5.155 1.684 3.119  0.0022
C -1.664 1.156 -5.367  0.0001
C -2.453 1.429 -6.641  0.0000
O -3.086 0.234 -7.134  0.0000
H -1.591 1.972 -4.654  -0.0001
H -0.689 0.760 -5.631  0.0000
H -2.241 0.377 -4.851  0.0000
H -1.724 1.667 -7.427  0.0000
H -3.178 2.237 -6.615  0.0000
H -2.801 -0.507 -6.593  0.0000
C -3.754 3.872 -3.321  0.0000
C -3.203 3.400 -1.989  0.0002
O -4.257 3.438 -1.041  0.0000
H -4.657 3.322 -3.581  0.0000
H -3.029 3.658 -4.115  0.0000
H -3.948 4.943 -3.325  0.0000
H -2.379 4.053 -1.683  0.0000
H -2.888 2.358 -2.088  -0.0002
H -4.031 2.852 -0.309  0.0000
C -0.029 -5.076 -0.009  -0.0015
C 1.446 -4.744 -0.004  0.0194
O 1.800 -3.924 -1.163  0.0087
H -0.169 -6.053 -0.486  -0.0002
H -0.606 -4.357 -0.589  0.0001
H -0.439 -5.177 0.995  0.0010
H 2.029 -5.663 -0.071  -0.0057
H 1.746 -4.194 0.880  -0.0004
H 1.561 -4.399 -1.962  0.0011
C 0.584 4.502 1.347  0.0001
C -0.728 5.124 0.908  0.0000
O -0.996 6.219 1.760  0.0000
H 1.308 5.255 1.668  0.0000
H 1.092 3.991 0.523  -0.0001
H 0.452 3.745 2.119  0.0000
H -1.495 4.350 1.030  0.0000
H -0.655 5.426 -0.141  0.0000
H -1.832 6.621 1.510  0.0000
C -4.269 1.366 3.223  -0.0001
C -4.062 1.119 1.745  -0.0001
O -2.976 1.879 1.227  -0.0001
H -3.372 1.159 3.802  0.0000
H -5.142 0.804 3.566  0.0000
H -4.541 2.413 3.393  0.0000
H -4.932 1.379 1.146  0.0000
H -3.802 0.064 1.595  0.0000
H -2.135 1.492 1.493  0.0001
C -3.841 -3.717 1.538  0.0000
C -4.498 -4.935 2.206  0.0000
O -5.900 -5.007 1.983  0.0000
H -4.304 -2.799 1.888  0.0000
H -3.906 -3.892 0.466  0.0000
H -2.785 -3.727 1.823  0.0000
H -4.274 -4.901 3.284  0.0000
H -3.994 -5.852 1.891  0.0000
H -6.338 -4.564 2.713  0.0000

* spin multiplicity: 7
* net charge: 0
* LUMO (spin up / spin down): -0.0109 / -0.0116 Eh
* HOMO energy (spin up / spin down): -6.48 / -7.83 eV
* maximum force: 1.92 eV/A
* DFT total energy: -5261.91786 a.u.

=====

Formula: C10H32ClO15
Source: the Open Molecules 2025 dataset
Level of theory: ωB97M-V/def2-TZVPD

Each line ends with the natural charge from an NBO analysis.
Element x y z (Å)
Cl -15.013 18.031 14.484  2.5166
O -16.118 17.700 13.601  -0.7893
O -15.328 17.409 15.804  -0.8310
O -13.725 17.517 14.090  -0.8367
O -14.913 19.432 14.461  -0.8263
O -15.686 15.267 16.788  -1.0176
H -15.752 16.197 17.003  0.4620
H -14.934 15.210 16.198  0.4517
C -10.752 17.501 12.608  -0.1182
C -11.939 16.747 12.195  -0.0952
O -11.952 16.442 10.815  -0.7448
O -10.749 18.805 12.022  -0.7376
H -9.905 16.980 12.161  0.1633
H -10.703 17.455 13.696  0.1921
H -12.801 17.373 12.424  0.2059
H -11.977 15.820 12.767  0.1772
H -11.843 17.208 10.247  0.4742
H -10.106 19.364 12.463  0.4806
C -14.525 19.924 10.081  -0.0755
C -14.646 19.161 11.460  -0.0818
O -15.610 19.669 12.324  -0.7401
O -15.680 19.872 9.290  -0.7163
H -13.820 19.341 9.488  0.1426
H -14.144 20.908 10.355  0.1816
H -13.665 19.201 11.933  0.1535
H -14.994 18.163 11.193  0.1405
H -15.523 19.130 13.113  0.4441
H -15.940 18.948 9.315  0.4602
C -14.027 21.006 16.419  -0.1127
C -14.822 19.774 16.904  -0.0966
O -14.840 19.786 18.319  -0.7399
O -12.641 20.786 16.784  -0.6682
H -14.389 21.853 17.002  0.1741
H -14.106 21.265 15.363  0.2081
H -14.382 18.825 16.597  0.1978
H -15.825 19.739 16.478  0.2026
H -13.977 19.619 18.704  0.4603
H -12.601 21.078 17.697  0.4913
C -13.531 14.825 14.818  -0.1157
C -14.327 13.458 14.981  -0.1078
O -14.841 12.996 13.782  -0.6994
O -13.933 15.797 15.747  -0.6988
H -13.630 15.186 13.794  0.1877
H -12.456 14.649 14.791  0.1466
H -15.058 13.568 15.782  0.2177
H -13.630 12.713 15.365  0.1376
H -14.171 12.353 13.538  0.4601
H -14.064 16.596 15.232  0.4807
C -12.502 20.430 13.647  -0.0878
C -11.742 19.402 14.436  -0.1142
O -11.376 19.869 15.641  -0.7853
O -11.766 21.549 13.235  -0.7341
H -13.385 20.771 14.187  0.1535
H -12.885 20.003 12.720  0.1751
H -10.865 19.074 13.880  0.1448
H -12.300 18.509 14.715  0.1863
H -12.161 20.067 16.156  0.4391
H -11.785 22.195 13.946  0.4615

* net charge: -1
* LUMO: 0.0879 Eh
* HOMO energy: -5.83 eV
* maximum force: 11.75 eV/A
* DFT total energy: -1988.33166 a.u.
* energy relative to the best compared isomer or geometry (same formula, charge and spin): 260.8 kcal/mol

=====

Formula: C40H48AsF5NOP4STi
Source: the Open Molecules 2025 dataset
Level of theory: ωB97M-V/def2-TZVPD

Each line ends with the Mulliken spin population.
Element x y z (Å)
Ti 0.965 -0.302 0.493  1.3745
C 3.498 0.501 3.667  0.0083
P 2.378 -0.570 2.675  0.0530
C 1.103 -0.954 3.945  0.0760
C 3.356 -2.129 2.741  0.0019
C 2.456 -3.298 2.360  0.0003
P 1.343 -2.940 0.918  0.0975
C 0.264 -4.423 1.143  0.0164
C 2.422 -3.541 -0.443  0.0192
H 3.653 0.050 4.646  0.0004
H 3.080 1.496 3.800  -0.0003
H 4.457 0.585 3.154  -0.0004
H 1.544 -1.439 4.818  -0.0045
H 0.352 -1.609 3.501  -0.0085
H 0.609 -0.033 4.252  0.0025
H 3.765 -2.268 3.745  -0.0027
H 4.190 -2.023 2.043  0.0004
H 1.812 -3.554 3.204  0.0027
H 3.040 -4.186 2.114  -0.0007
H 0.861 -5.227 1.572  0.0005
H -0.150 -4.765 0.197  -0.0006
H -0.558 -4.191 1.823  -0.0024
H 2.641 -4.602 -0.313  0.0013
H 3.352 -2.977 -0.434  0.0027
H 1.941 -3.380 -1.408  -0.0026
F 3.881 5.117 -2.689  0.0001
C 3.723 3.885 -2.219  0.0020
C 2.523 3.510 -1.647  0.0039
F 1.523 4.390 -1.544  -0.0003
C 2.373 2.227 -1.169  0.0390
F 1.182 1.876 -0.603  0.0221
C 3.372 1.264 -1.222  0.0242
S 3.127 -0.341 -0.642  -0.0167
C 4.581 1.683 -1.794  0.0020
F 5.593 0.825 -1.863  0.0001
C 4.757 2.960 -2.289  -0.0005
F 5.912 3.320 -2.831  0.0001
C -1.814 -2.816 -0.805  0.0177
N -1.748 -1.336 -0.933  0.0217
P -1.601 -0.481 0.587  0.1514
C -2.742 0.941 0.336  0.0370
C -2.507 2.119 1.033  -0.0345
C -3.397 3.182 0.952  -0.0011
C -4.544 3.067 0.185  0.0001
C -4.808 1.879 -0.484  0.0016
C -3.918 0.822 -0.401  -0.0068
C -2.757 -1.362 1.709  0.0070
C -3.920 -1.990 1.266  0.0010
C -4.792 -2.560 2.177  0.0023
C -4.525 -2.495 3.539  0.0001
C -3.383 -1.852 3.988  0.0033
C -2.500 -1.293 3.075  -0.0123
P -0.298 -0.989 -1.886  0.1369
C -0.489 0.595 -2.797  -0.0077
C 0.702 1.012 -3.393  -0.0158
C 0.728 2.110 -4.238  -0.0009
C -0.443 2.808 -4.496  0.0012
C -1.636 2.379 -3.935  0.0005
C -1.664 1.265 -3.110  -0.0084
C -0.729 -2.007 -3.363  0.0050
C -2.056 -2.127 -3.771  -0.0007
C -2.365 -2.829 -4.923  -0.0002
C -1.357 -3.402 -5.688  0.0002
C -0.035 -3.268 -5.296  -0.0006
C 0.278 -2.578 -4.132  -0.0028
H -1.956 -3.123 0.227  -0.0048
H -0.901 -3.290 -1.176  0.0079
H -2.642 -3.205 -1.398  -0.0029
H -1.633 2.186 1.666  -0.0015
H -3.203 4.104 1.486  -0.0001
H -5.241 3.893 0.125  0.0000
H -5.709 1.777 -1.074  0.0000
H -4.138 -0.104 -0.917  -0.0002
H -4.151 -2.037 0.210  -0.0001
H -5.688 -3.054 1.822  -0.0001
H -5.214 -2.943 4.243  -0.0003
H -3.183 -1.788 5.050  0.0000
H -1.608 -0.785 3.425  0.0013
H 1.613 0.451 -3.201  -0.0011
H 1.659 2.424 -4.692  0.0000
H -0.427 3.668 -5.153  0.0000
H -2.560 2.899 -4.155  0.0001
H -2.605 0.912 -2.732  0.0003
H -2.848 -1.664 -3.196  -0.0013
H -3.399 -2.925 -5.231  -0.0001
H -1.608 -3.942 -6.591  0.0000
H 0.753 -3.699 -5.898  -0.0001
H 1.313 -2.477 -3.825  -0.0005
C 0.654 3.366 3.969  -0.0001
As 1.049 2.906 2.130  0.0267
C 0.119 4.276 1.125  -0.0019
C 2.948 3.224 1.838  0.0168
O 0.557 1.340 1.883  -0.0418
H 1.005 4.378 4.167  0.0001
H 1.125 2.670 4.659  0.0002
H -0.426 3.321 4.105  -0.0003
H 0.810 5.104 0.974  -0.0003
H -0.729 4.621 1.714  0.0003
H -0.228 3.909 0.164  -0.0009
H 3.395 3.559 2.773  0.0008
H 3.064 4.005 1.090  0.0012
H 3.433 2.311 1.501  -0.0033

* spin multiplicity: 3
* net charge: +1
* LUMO (spin up / spin down): -0.0747 / -0.0776 Eh
* HOMO energy (spin up / spin down): -9.09 / -9.90 eV
* maximum force: 1.32 eV/A
* DFT total energy: -7031.04137 a.u.
* energy relative to the best compared isomer or geometry (same formula, charge and spin): 45.6 kcal/mol